1.
The following is a DFT calculation (wB97M-V/def2-TZVPD) of a structure of composition C17H7Cl6INO2S2Sr in a non-equilibrium geometry.

HOMO-LUMO gap: 7.54 eV
Net charge: -1
Energy relative to the best compared isomer or geometry (same formula, charge and spin): 0.0 kJ/mol
Max |F|: 2.47 eV/A

Geometry as XYZ:
```
37
Properties=species:S:1:pos:R:3:forces:R:3
Sr -1.201 -0.729 0.106 -1.1 0.1 -1.3
Cl 4.784 1.993 3.381 -0.1 -0.1 -0.1
C 3.375 1.064 2.904 0.0 0.1 -0.1
C 2.882 0.118 3.749 -0.1 -0.2 0.1
C 1.754 -0.647 3.399 0.0 0.1 -0.1
I 1.050 -2.079 4.736 0.0 0.0 0.0
C 1.072 -0.491 2.187 -0.1 -0.2 0.0
O 0.038 -1.177 1.831 1.7 0.1 1.7
C 1.623 0.530 1.301 -0.1 0.0 -0.3
N 0.982 0.710 0.103 0.3 0.0 0.5
C 1.426 1.611 -0.739 0.0 -0.1 0.1
C 2.547 2.414 -0.471 0.0 0.1 -0.1
C 3.202 2.257 0.712 0.1 0.0 0.1
C 2.758 1.297 1.651 0.0 0.1 -0.1
H 3.369 -0.045 4.703 -0.1 0.0 -0.1
H 0.880 1.712 -1.672 0.0 0.0 0.0
H 2.873 3.144 -1.201 0.0 0.0 0.0
H 4.067 2.862 0.950 0.0 0.0 0.0
Cl -1.511 0.240 -3.266 0.1 -0.2 -0.1
C -0.851 -1.413 -3.277 0.0 0.1 -0.1
C -0.649 -2.003 -2.051 0.1 -0.4 -0.6
C -0.165 -3.293 -2.098 0.1 -0.1 0.1
Cl 0.084 -4.116 -0.549 0.0 0.1 -0.2
C 0.129 -3.976 -3.275 0.0 -0.1 0.0
Cl 0.748 -5.598 -3.254 -0.1 0.2 0.0
C -0.082 -3.325 -4.493 0.0 0.0 0.0
Cl 0.272 -4.131 -5.983 0.0 0.0 0.1
C -0.582 -2.023 -4.500 0.0 0.1 -0.1
Cl -0.848 -1.204 -6.007 0.0 -0.1 0.1
C -4.742 2.931 1.821 -0.1 -0.2 0.0
O -4.816 1.529 1.545 0.2 0.0 0.0
C -3.785 0.919 0.938 -0.2 0.1 -0.3
S -4.013 -0.746 0.694 -0.4 0.3 0.2
S -2.443 1.833 0.432 -0.3 0.3 0.2
H -5.663 3.152 2.353 0.0 0.0 0.0
H -4.686 3.511 0.903 0.0 0.0 -0.1
H -3.878 3.168 2.437 0.1 0.0 0.0
```
Forces are in eV/Å.

***

2.
The following is a DFT calculation (wB97M-V/def2-TZVPD) of a structure of composition C17H8AuFN4O4.

2S+1: 3
<S²>: 2.02
HOMO-LUMO gap (alpha / beta): 7.09 / 4.71 eV
Net charge: 0
Energy relative to the best compared isomer or geometry (same formula, charge and spin): 68.0 kJ/mol
Max |F|: 0.74 eV/A

Geometry as XYZ:
```
35
Properties=species:S:1:pos:R:3:forces:R:3
Au -0.766 -1.153 -1.767 0.2 -0.2 0.3
O -2.167 0.510 -1.969 -0.3 -0.1 -0.1
C -1.958 1.656 -1.578 0.5 0.0 0.1
C -0.692 2.200 -1.137 -0.5 0.1 0.0
C -0.740 3.493 -0.601 0.0 -0.1 0.0
C 0.408 4.071 -0.135 -0.1 0.5 0.2
C 1.628 3.405 -0.161 0.2 -0.3 0.0
C 1.690 2.129 -0.675 0.1 0.4 0.1
C 0.543 1.510 -1.208 0.3 -0.6 -0.3
O 0.742 0.351 -1.796 -0.1 0.5 0.2
N 0.343 5.443 0.430 0.1 -0.3 -0.3
O 1.384 5.932 0.815 -0.1 0.0 0.0
O -0.742 5.988 0.445 0.1 0.0 0.1
H -2.815 2.341 -1.546 0.0 0.0 0.0
H -1.675 4.034 -0.544 0.0 0.0 0.0
H 2.507 3.890 0.237 0.0 0.0 0.0
H 2.620 1.581 -0.713 0.0 0.0 0.0
N 0.454 -2.736 -2.250 -0.2 0.0 -0.5
C 1.266 -3.473 -1.840 -0.1 0.1 0.4
C 2.212 -4.328 -1.362 0.2 0.0 0.0
C 3.574 -3.902 -1.394 -0.1 -0.3 0.0
N 4.673 -3.559 -1.423 -0.1 0.0 0.0
C 1.819 -5.600 -0.846 0.1 0.2 0.0
N 1.486 -6.620 -0.429 0.0 0.0 0.0
F -1.879 -1.823 4.344 0.0 0.0 0.0
C -1.638 -1.675 3.029 0.0 0.0 0.1
C -0.613 -0.839 2.635 0.0 0.0 0.0
C -0.365 -0.689 1.274 0.0 0.0 0.0
C -1.155 -1.374 0.367 0.0 0.1 0.0
C -2.171 -2.219 0.773 0.0 0.0 0.0
C -2.422 -2.372 2.133 0.0 0.0 -0.1
H -0.020 -0.329 3.382 0.0 0.0 0.0
H 0.452 -0.054 0.955 0.0 0.0 0.0
H -2.776 -2.766 0.060 0.0 0.0 0.0
H -3.206 -3.022 2.496 0.0 0.0 0.0
```
Forces are in eV/Å.

***

3.
The following is a DFT calculation (wB97M-V/def2-TZVPD) of a structure of composition C17H8F6N2O12S2Y in a non-equilibrium geometry.

HOMO-LUMO gap: 7.21 eV
Net charge: -1
Energy relative to the best compared isomer or geometry (same formula, charge and spin): 45.8 kJ/mol
Max |F|: 4.10 eV/A

Geometry as XYZ:
```
48
Properties=species:S:1:pos:R:3:forces:R:3
Y 0.008 -1.068 0.194 -1.3 0.0 1.3
O -7.163 -2.171 0.363 0.4 -1.6 -0.6
C -6.381 -3.025 -0.127 1.3 1.1 -0.1
O -6.420 -3.993 -0.914 -1.8 0.1 0.4
C -4.858 -2.705 0.114 1.2 0.2 0.3
C -3.920 -3.262 -0.778 0.3 1.4 1.4
C -2.606 -2.756 -0.736 -0.9 -1.5 -2.0
N -2.160 -1.815 0.069 -1.1 0.5 1.4
C -3.029 -1.344 1.044 -1.1 -2.5 -1.6
C -4.342 -1.827 1.099 0.1 0.6 -0.7
C -2.503 -0.429 2.067 -1.4 1.0 0.7
O -3.342 0.027 2.864 2.1 -0.2 -0.6
O -1.240 -0.205 1.936 0.9 0.1 0.0
H -4.272 -4.024 -1.451 0.2 0.0 -0.3
H -1.928 -3.117 -1.535 -0.1 0.3 0.7
H -5.003 -1.400 1.850 0.1 -0.1 -0.2
F 3.979 -1.210 1.658 -0.5 -0.6 0.0
C 2.994 -1.690 2.431 0.4 0.9 -0.3
F 3.564 -2.174 3.527 -0.6 0.0 0.0
F 2.194 -0.635 2.723 0.4 -1.1 0.0
S 1.932 -3.024 1.566 2.1 -0.3 -0.8
O 0.609 -2.643 1.997 -0.6 -0.5 0.4
O 2.501 -4.331 1.787 -0.8 1.5 -0.1
N 2.044 -2.415 0.072 0.6 -0.8 -0.6
S 1.785 -3.158 -1.349 -2.8 2.9 0.8
O 0.441 -2.530 -1.744 2.9 -1.5 0.4
O 1.961 -4.555 -1.355 0.2 -0.7 -0.4
C 3.001 -2.361 -2.601 0.1 0.1 -0.5
F 4.235 -2.208 -2.092 -1.1 -0.2 -0.3
F 2.522 -1.168 -2.990 0.5 -1.1 0.4
F 3.056 -3.197 -3.672 -0.1 0.9 1.2
O 1.569 0.549 -0.176 -1.0 -0.1 -0.4
C 0.596 1.251 -0.623 -1.0 0.5 -0.4
O -0.561 0.742 -0.928 1.9 0.7 0.1
C 0.796 2.715 -0.698 -0.8 -0.2 -0.6
C -0.238 3.588 -1.098 1.5 0.0 0.4
C -0.009 4.966 -1.074 0.1 0.2 0.2
C 1.178 5.441 -0.526 -0.1 -0.4 0.0
O 1.519 6.726 -0.087 0.6 -1.3 0.0
C 2.790 6.557 0.592 0.9 -1.9 -1.3
O 3.270 5.145 0.367 -1.6 1.3 -0.5
C 2.176 4.526 -0.261 1.5 0.7 1.7
C 2.052 3.163 -0.335 0.5 -0.1 0.1
H -1.185 3.176 -1.383 -0.3 -0.1 -0.2
H -0.736 5.644 -1.464 -0.5 0.4 0.1
H 2.715 6.643 1.682 -0.2 0.5 -0.4
H 3.557 7.140 0.055 -0.5 0.3 0.8
H 2.853 2.441 -0.058 -0.8 0.9 -0.2
```
Forces are in eV/Å.

***

4.
The following is a DFT calculation (wB97M-V/def2-TZVPD) of a structure of composition C17H8F7IrN3O2S in a non-equilibrium geometry.

HOMO-LUMO gap (alpha / beta): 6.69 / 6.69 eV
Net charge: -1
Energy relative to the best compared isomer or geometry (same formula, charge and spin): 324.1 kJ/mol
Max |F|: 3.37 eV/A

Geometry as XYZ:
```
39
Properties=species:S:1:pos:R:3:forces:R:3
Ir 0.090 -0.126 -0.195 2.1 1.0 -2.4
F -0.614 -0.490 7.248 0.1 0.0 -0.2
C -0.447 -0.056 5.986 0.0 0.1 -0.2
C -0.494 -0.945 4.916 0.0 0.1 0.2
F -0.683 -2.255 5.145 0.0 0.2 0.0
C -0.349 -0.482 3.619 0.1 0.3 -0.5
F -0.366 -1.371 2.610 -0.1 0.2 0.8
C -0.183 0.882 3.322 -0.1 -0.6 1.1
S -0.113 1.545 1.738 0.2 -1.4 -2.0
C -0.104 1.744 4.435 0.0 -0.4 -0.5
F 0.101 3.052 4.230 -0.1 0.0 0.1
C -0.228 1.297 5.735 -0.1 -0.3 0.1
F -0.147 2.157 6.765 0.0 -0.1 -0.2
N 0.612 -0.588 -2.710 -0.3 0.0 1.2
N 0.371 0.610 -3.403 0.0 -0.1 -0.2
C 0.304 1.823 -2.656 0.2 -0.2 -0.6
O 0.427 2.860 -3.280 0.0 0.2 -0.4
O 0.070 1.689 -1.424 0.1 0.3 1.8
H 1.588 -0.882 -2.736 -0.2 0.0 0.1
H 0.005 -1.335 -3.039 0.1 0.2 0.1
H 0.832 0.724 -4.302 0.0 -0.1 0.3
F 2.579 -1.851 -0.827 -0.5 0.3 0.0
C 2.271 -0.841 0.079 -1.7 -0.2 0.2
F 3.197 0.136 -0.193 -0.9 0.1 0.0
H 2.546 -1.255 1.063 -0.5 0.3 -0.2
N -2.730 -9.616 -0.346 0.0 -0.2 0.0
C -2.473 -8.497 -0.289 -0.2 -0.8 0.0
C -2.172 -7.123 -0.231 0.2 1.1 0.1
C -3.043 -6.243 0.422 0.1 -0.3 -0.1
C -2.763 -4.897 0.462 0.1 0.1 0.0
C -1.610 -4.392 -0.155 -0.2 -0.4 -0.2
C -0.736 -5.282 -0.800 -0.1 0.1 0.1
C -1.011 -6.628 -0.836 -0.2 -0.2 0.1
C -1.312 -3.017 -0.154 -0.1 1.3 -0.3
C -1.014 -1.831 -0.198 1.8 -0.5 1.7
H -3.936 -6.638 0.885 0.0 0.0 0.0
H -3.436 -4.217 0.962 0.0 0.1 0.0
H 0.154 -4.891 -1.269 0.0 0.0 0.0
H -0.346 -7.317 -1.335 0.1 0.0 0.0
```
Forces are in eV/Å.

***

5.
The following is a DFT calculation (wB97M-V/def2-TZVPD) of an isolated molecule of C18H10Cl4N2O3 in a non-equilibrium geometry.

HOMO-LUMO gap: 7.57 eV
Net charge: 0
Energy relative to the best compared isomer or geometry (same formula, charge and spin): 0.0 kJ/mol
SMILES: O=C1c2c(cc(O)c([C@@H]3CCc4cc(Cl)c(Cl)n43)c2O)-c2cc(Cl)c(Cl)n21
Max |F|: 3.94 eV/A

Geometry as XYZ:
```
37
Properties=species:S:1:pos:R:3:forces:R:3
O -0.794 3.640 2.061 -1.5 -2.2 0.6
Cl -5.075 1.095 5.425 0.1 0.4 0.0
Cl 4.328 -4.218 -1.755 -0.7 0.2 -0.2
Cl -3.504 4.071 4.200 0.7 -1.5 -0.4
Cl 3.522 -1.959 0.548 -0.8 0.5 -1.5
O -0.129 -2.233 -0.543 1.0 1.3 -0.6
O 0.699 2.591 0.028 0.4 -1.5 -0.6
C -1.199 2.462 2.182 2.5 2.7 -1.4
C -3.127 0.046 3.762 0.0 2.6 -0.5
C 2.493 -2.631 -3.284 0.9 -0.3 1.8
C -3.743 1.248 4.364 1.1 -0.3 -0.5
C 3.161 -2.954 -2.042 0.6 0.2 -0.1
C -3.076 2.394 3.907 -1.9 -0.8 1.1
C -2.192 0.580 2.903 -1.5 -2.7 1.4
C 2.934 -1.956 -1.122 -0.1 -0.1 0.3
C 1.904 -1.431 -3.040 -0.1 -1.2 -0.9
C -1.055 -1.025 1.221 -0.8 0.3 0.7
C -0.197 -1.043 0.126 -0.1 0.6 -0.1
C 0.214 1.356 0.380 -0.5 1.1 0.7
C -1.295 0.185 1.869 1.0 -1.8 -1.4
C -0.676 1.329 1.438 0.1 0.3 -0.2
C 0.479 0.155 -0.276 0.6 -0.1 -0.3
N -2.131 1.913 3.024 -0.8 2.6 0.9
N 2.095 -1.025 -1.755 0.8 -0.3 0.6
C 1.122 -0.501 -3.861 -0.4 0.5 0.0
C 0.676 0.515 -2.797 0.4 1.2 -0.2
C 1.434 0.254 -1.443 -0.2 -0.7 -0.5
H 0.495 -2.075 -1.296 -0.6 -0.7 0.7
H 0.331 3.254 0.647 -0.1 -0.1 0.1
H -3.435 -0.973 3.900 0.0 0.0 0.0
H 2.492 -3.228 -4.165 0.0 -0.1 -0.4
H -1.616 -1.918 1.494 0.3 0.1 -0.1
H 0.288 -0.957 -4.415 0.3 0.0 0.4
H 1.767 -0.023 -4.609 -0.1 -0.1 0.1
H 1.006 1.490 -3.156 -0.4 0.2 0.2
H -0.403 0.549 -2.651 0.1 -0.1 0.1
H 2.205 1.021 -1.269 -0.4 -0.2 0.1
```
Forces are in eV/Å.

***

6.
The following is a DFT calculation (wB97M-V/def2-TZVPD) of a structure of composition C18H10F6InNPS5.

2S+1: 2
<S²>: 0.77
HOMO-LUMO gap (alpha / beta): 7.56 / 6.27 eV
Net charge: 0
Energy relative to the best compared isomer or geometry (same formula, charge and spin): 12.9 kJ/mol
Max |F|: 0.35 eV/A

Geometry as XYZ:
```
42
Properties=species:S:1:pos:R:3:forces:R:3
In -0.302 0.973 -0.698 0.2 0.0 0.1
C -1.799 3.316 2.714 0.0 0.0 -0.1
C -1.829 2.366 3.727 0.0 0.0 0.0
C -1.524 1.042 3.456 0.0 0.0 0.0
C -1.181 0.645 2.160 -0.1 0.0 0.0
C -1.123 1.604 1.153 -0.1 0.1 -0.1
C -1.435 2.933 1.427 0.0 -0.3 0.2
C -0.887 -0.785 1.836 -0.1 0.1 -0.1
C -1.015 -1.794 2.826 0.0 0.1 0.1
C -0.754 -3.085 2.513 0.0 -0.2 0.0
C -0.333 -3.425 1.209 0.0 -0.1 0.0
C -0.020 -4.752 0.830 0.0 0.0 0.1
C 0.413 -5.027 -0.433 0.0 0.0 -0.1
C 0.564 -3.975 -1.365 0.0 -0.1 0.0
C 0.261 -2.689 -1.023 0.0 0.1 0.1
C -0.217 -2.382 0.271 0.0 0.2 0.0
N -0.531 -1.084 0.604 0.1 -0.3 -0.2
H -2.046 4.349 2.930 0.0 -0.1 0.0
H -2.087 2.658 4.739 0.0 0.0 -0.1
H -1.549 0.335 4.275 0.0 0.0 -0.1
H -1.384 3.682 0.648 0.0 0.0 0.0
H -1.329 -1.535 3.825 0.0 0.0 0.0
H -0.856 -3.864 3.260 0.0 0.0 0.0
H -0.121 -5.541 1.567 0.0 0.0 0.0
H 0.657 -6.042 -0.721 0.0 0.1 0.0
H 0.937 -4.190 -2.359 0.0 0.0 0.0
H 0.419 -1.889 -1.732 0.0 0.0 0.0
S 0.630 3.203 -7.629 0.2 0.0 -0.2
C 0.360 2.765 -6.095 -0.3 0.0 0.1
S 0.154 3.881 -4.788 0.1 0.0 0.0
C -0.201 2.734 -3.531 0.0 -0.1 -0.1
C -0.200 1.381 -3.942 0.0 0.1 -0.1
S -0.557 0.014 -3.001 -0.1 -0.1 0.2
S 0.147 1.109 -5.609 0.1 -0.1 0.0
S -0.538 3.297 -2.002 0.0 0.1 0.2
F 1.604 2.408 0.323 0.0 0.2 0.1
P 2.828 1.412 -0.129 0.1 0.1 0.0
F 1.823 0.164 0.326 0.0 -0.1 0.1
F 3.898 0.368 -0.645 0.0 -0.1 -0.1
F 3.450 1.470 1.320 0.0 0.0 0.1
F 3.663 2.646 -0.654 0.0 0.0 -0.1
F 2.009 1.304 -1.584 0.0 0.0 -0.3
```
Forces are in eV/Å.